74
Properties=species:S:1:pos:R:3:mulliken_charge:R:1 method="wB97M-V/def2-TZVPD" charge=+2 relative_energy_kj_mol=7.2 lumo_ev=-5.226
Mg 0.83 0.61 0.10 1.049
C -0.13 2.54 1.78 -0.589
C 1.00 2.42 2.60 0.062
C 2.12 3.21 2.35 -0.755
C 2.14 4.07 1.25 -0.394
C 1.05 4.13 0.40 -0.722
C -0.09 3.38 0.66 0.081
H -1.05 2.05 2.06 0.080
H 0.96 1.81 3.50 0.477
H 2.98 3.16 3.02 0.484
H 3.01 4.69 1.08 0.428
H 1.07 4.81 -0.45 0.514
H -0.98 3.52 0.06 0.482
C 4.61 0.12 1.09 -0.867
C 4.34 -1.23 0.40 -1.010
S 2.67 -1.45 -0.29 0.140
C 2.93 -1.35 -2.09 -1.121
C 1.98 -0.43 -2.85 -0.051
S 1.79 1.26 -2.25 0.108
C 3.44 2.00 -2.35 -1.084
C 4.46 1.58 -1.29 -0.913
S 3.78 1.56 0.40 0.154
H 4.27 0.10 2.12 0.386
H 5.69 0.31 1.09 0.454
H 5.03 -1.43 -0.42 0.506
H 4.46 -2.03 1.12 0.497
H 3.97 -1.07 -2.26 0.443
H 2.80 -2.37 -2.48 0.663
H 2.31 -0.37 -3.89 0.687
H 0.97 -0.84 -2.84 -0.616
H 3.80 1.78 -3.35 0.541
H 3.25 3.07 -2.29 0.479
H 4.89 0.61 -1.50 0.361
H 5.28 2.31 -1.30 0.617
C -1.71 -1.44 -3.11 -1.122
Si -1.71 -2.30 -1.45 0.480
C -3.28 -3.25 -1.23 -1.078
C -0.26 -3.45 -1.22 -0.493
As -1.43 -0.54 0.17 -0.501
Si -3.26 0.97 -0.33 0.281
C -2.61 1.92 -1.80 -0.774
C -3.63 2.06 1.12 -0.974
C -4.71 -0.10 -0.75 -1.134
Si -1.40 -1.55 2.36 0.197
C -2.49 -3.04 2.33 -1.127
C 0.40 -1.97 2.56 -0.682
C -1.95 -0.33 3.64 -1.008
H -1.35 -2.12 -3.89 0.507
H -1.10 -0.53 -3.13 0.185
H -2.73 -1.15 -3.37 0.343
H -3.26 -4.11 -1.90 0.382
H -4.16 -2.65 -1.47 0.330
H -3.40 -3.63 -0.21 0.288
H -0.02 -3.97 -2.15 0.421
H -0.51 -4.21 -0.48 0.347
H 0.64 -2.94 -0.87 -0.178
H -1.60 2.30 -1.62 0.050
H -3.26 2.77 -2.03 0.427
H -2.58 1.28 -2.68 0.318
H -2.94 2.91 1.19 0.289
H -3.59 1.52 2.06 0.261
H -4.64 2.47 1.01 0.458
H -4.60 -0.54 -1.74 0.254
H -5.63 0.50 -0.75 0.462
H -4.83 -0.90 -0.02 0.330
H -2.06 -3.84 1.71 0.294
H -3.48 -2.79 1.94 0.346
H -2.62 -3.44 3.34 0.452
H 0.73 -2.65 1.76 0.222
H 0.59 -2.47 3.52 0.510
H 1.03 -1.07 2.53 0.078
H -2.98 -0.01 3.47 0.294
H -1.32 0.56 3.67 0.262
H -1.91 -0.80 4.63 0.431



72
Properties=species:S:1:pos:R:3:mulliken_charge:R:1 method="wB97M-V/def2-TZVPD" charge=+4 multiplicity=5 relative_energy_kj_mol=0.0 lumo_ev="-11.263 / -15.710"
Pt 0.26 0.04 -1.45 1.959
P 0.49 -2.10 -2.22 1.053
P 2.41 0.06 -0.55 0.688
P -2.11 0.12 -1.55 0.688
H 1.29 2.64 -1.74 0.229
C 0.30 2.33 -1.41 -1.211
C 0.06 1.91 -0.07 -0.652
H 0.86 1.97 0.66 0.538
C 1.35 -2.26 -3.84 -0.527
C 1.42 -3.29 -1.19 -1.314
C -1.01 -3.09 -2.58 -1.602
C 3.15 1.59 0.12 -1.520
C 2.50 -1.04 0.91 -1.094
C 3.71 -0.53 -1.68 -1.221
C -2.91 1.66 -0.98 -1.534
C -2.94 -1.16 -0.55 -0.977
C -2.89 -0.09 -3.18 -0.995
H -0.53 2.72 -2.00 0.313
H -0.94 1.91 0.35 0.229
H 0.84 -3.03 -4.42 0.544
H 2.39 -2.57 -3.68 0.482
H 1.31 -1.32 -4.40 -0.608
H 1.45 -4.25 -1.73 0.513
H 0.91 -3.44 -0.24 0.316
H 2.45 -2.96 -1.02 0.358
H -0.68 -3.95 -3.17 0.645
H -1.73 -2.51 -3.17 0.308
H -1.47 -3.44 -1.65 0.337
H 4.24 1.52 0.00 0.521
H 2.91 1.67 1.19 0.514
H 2.78 2.48 -0.40 0.410
H 3.32 -1.75 0.77 0.482
H 1.56 -1.59 1.08 -0.026
H 2.71 -0.43 1.79 0.487
H 4.66 -0.15 -1.29 0.549
H 3.53 -0.12 -2.68 0.320
H 3.74 -1.63 -1.73 0.402
H -3.92 1.70 -1.38 0.552
H -2.35 2.54 -1.33 0.369
H -2.95 1.67 0.12 0.299
H -4.01 -0.90 -0.47 0.512
H -2.50 -1.19 0.45 -0.129
H -2.85 -2.14 -1.02 0.382
H -3.91 0.32 -3.12 0.575
H -2.94 -1.14 -3.46 0.511
H -2.32 0.46 -3.94 -0.086
C -0.31 1.39 -5.35 1.105
C 0.55 0.76 -6.26 -0.508
C 0.38 1.04 -7.62 -0.659
C -0.60 1.93 -8.06 -0.503
C -1.47 2.53 -7.14 -0.676
C -1.34 2.24 -5.79 -0.036
O -0.20 1.28 -3.99 -0.196
H 0.47 0.65 -3.57 -0.198
H 1.33 0.08 -5.91 0.257
H 1.04 0.56 -8.34 0.453
H -0.71 2.14 -9.13 0.470
H -2.24 3.22 -7.47 0.451
H -2.00 2.68 -5.04 0.473
C -1.98 -0.08 4.68 -0.622
C -1.01 -1.24 4.42 -0.704
C -0.59 -1.07 2.95 0.354
O -1.39 -0.05 2.32 -0.008
C -2.38 0.39 3.27 -0.258
H -2.86 -0.38 5.25 0.341
H -1.46 0.72 5.21 0.314
H -1.53 -2.20 4.53 0.322
H -0.14 -1.22 5.07 0.366
H 0.47 -0.76 2.87 -0.049
H -0.70 -2.01 2.38 0.192
H -3.36 -0.05 2.99 0.357
H -2.48 1.49 3.19 0.372



Sequential total energy output: -144921.2602 -57669.9096 eV